# 1
Here is a 2-piece molecular cluster, C2H6N2O overall in a non-equilibrium geometry from OMol25. Energies are from wB97M-V/def2-TZVPD.

- SMILES = NC=O.C=N
- HOMO-LUMO gap (eV) = 10.65
- relative energy (zero: lowest compared OMol25 entry of this formula, charge and spin) (kcal/mol) = 36.5
- calculated total energy (Eh) = -264.52911

```
! wB97M-V def2-TZVPD RIJCOSX def2/J DEFGRID3
* xyz 0 1
H -2.03646 -1.70848 1.94575
C 1.00085 0.96630 -1.97817
O 0.24410 1.90988 -2.01014
C -1.22055 -0.98787 2.00249
H -1.74195 0.23337 0.68504
N 1.05222 0.03181 -1.00290
N -0.94019 0.01296 1.27368
H 1.88574 -0.51971 -0.82935
H 1.77039 0.86213 -2.78096
H -0.55865 -1.09888 2.85446
H 0.54448 0.29849 -0.15990
*
```

The net atomic charges from natural (NBO), expressed in e, are:
1 H 0.158
2 C 0.527
3 O -0.605
4 C -0.025
5 H 0.344
6 N -0.837
7 N -0.623
8 H 0.390
9 H 0.096
10 H 0.156
11 H 0.417

# 2
Here is C3H2FO2Zn as an isolated structure in a non-equilibrium geometry from OMol25. Energies are from wB97M-V/def2-TZVPD.

- ⟨S²⟩ = 1.59
- HOMO-LUMO gap (spin up / spin down) (eV) = 4.17 / 7.49
- relative energy (zero: lowest compared OMol25 entry of this formula, charge and spin) (kcal/mol) = 91.5
- calculated total energy (Eh) = -2144.96054

```
! wB97M-V def2-TZVPD RIJCOSX def2/J DEFGRID3
* xyz 0 2
C 0.85482 -0.48307 -0.33948
O -1.24104 0.62674 0.00730
H 2.69997 0.40367 0.39035
O 0.68675 1.58412 -0.79769
C 2.05944 0.22981 -0.47991
C -0.11168 0.56031 -0.58730
H 2.50940 0.28614 -1.47522
F 0.56066 -1.39710 0.62889
Zn -1.99162 -0.53529 1.15050
*
```

The net atomic charges from natural (NBO), expressed in e, are:
1 C 0.332
2 O -0.911
3 H 0.219
4 O -0.499
5 C -0.403
6 C 0.605
7 H 0.227
8 F -0.331
9 Zn 0.763

# 3
Here is C54H51N6O3P3STi as an isolated structure in a non-equilibrium geometry from OMol25. Energies are from wB97M-V/def2-TZVPD.

- ⟨S²⟩ = 0.77
- HOMO-LUMO gap (spin up / spin down) (eV) = 6.30 / 6.71
- relative energy (zero: lowest compared OMol25 entry of this formula, charge and spin) (kcal/mol) = 44.9
- calculated total energy (Eh) = -4914.01241

```
! wB97M-V def2-TZVPD RIJCOSX def2/J DEFGRID3
* xyz 1 2
H 4.39674 3.95564 2.45777
C 0.23175 -6.99805 -3.14110
C -0.92840 3.40926 -2.69101
C 1.85344 -2.36302 -3.44295
H 3.57906 0.87144 -4.60142
C -2.76487 -1.80190 -3.46917
H 7.28058 -0.84710 0.81216
C -0.50001 4.14471 1.38623
H 1.68910 -5.53056 0.10297
Ti -0.72724 1.31746 -0.30573
H -0.65030 -1.54849 -3.23468
C 3.12941 1.01328 3.53044
C 4.05156 0.04947 0.41617
C 3.67478 3.18021 2.66624
C -1.72186 3.09073 6.60987
O -0.16823 -0.18832 -1.16418
H 1.97016 -2.98498 -5.48671
C -0.03519 -5.68202 -2.80582
C -2.34217 -0.54212 1.51148
H 0.15793 -1.05433 1.03805
H -4.25935 2.18090 3.50588
C 2.34920 3.38506 2.32318
H -1.59794 4.90470 -3.90054
C -0.40943 3.34243 6.23945
C 0.45593 -5.15702 -1.61387
O -3.69916 2.61487 1.02909
C -1.32608 5.18012 1.80872
C -4.39594 -1.50847 0.75028
C -0.92647 2.85242 3.93321
O 0.99121 1.06296 0.22747
C 3.58232 -1.09807 -0.21185
H -0.73385 7.39695 -0.67435
H -0.64378 -5.07242 -3.46071
H -4.84812 -2.29957 -3.50963
C -3.36040 -1.43965 1.70625
N -0.77608 4.47873 -3.50472
H 3.43458 0.09290 4.00565
H 0.80686 5.60022 -1.37876
H -1.16604 -2.99945 0.82648
H -5.19137 -0.59989 -1.00487
C 2.13721 -1.36792 -2.53293
C 3.10040 -0.04173 -4.28851
H -2.84248 -1.06051 -4.24929
H -3.68478 2.60618 5.92231
C 1.11655 -1.59676 1.02400
C -1.40076 6.34825 1.06869
H 4.07348 -3.03210 -0.97926
C -3.78886 -3.45164 -2.05895
H 1.83728 -1.08726 1.67373
H -2.49680 -4.46538 -0.69710
C 5.38382 0.13583 0.77636
S 0.47157 2.47084 -2.32892
C 4.45057 -2.15264 -0.47347
C 0.89348 -3.02509 1.45515
H -0.15530 -7.40463 -4.06208
C 5.77850 -2.06849 -0.09434
H 1.01218 3.41400 4.65727
C -3.25884 1.30084 -1.42317
H -1.55765 -0.42826 2.26007
C -2.65312 2.76202 5.64536
C -2.56718 -3.71804 -1.47339
C 1.40200 2.39928 2.56706
P 1.82841 -1.28074 -0.69279
H 6.45563 -2.88632 -0.29216
C -0.65468 6.49311 -0.09007
C -0.26574 -3.59540 0.64189
C 2.79996 -1.03376 -5.20646
H 5.75198 1.03532 1.24422
C -4.38560 -0.62390 -0.29087
C -3.88873 -2.49628 -3.05659
P 0.18502 -3.40873 -1.14335
C 1.26277 -5.94651 -0.80018
H 1.18065 -8.82962 -2.55681
H 3.03453 0.56841 -2.25138
H 1.36555 -3.28320 -3.14521
C 2.19082 -2.19935 -4.77965
C -1.53263 -2.07634 -2.90116
H 0.31600 3.63947 6.98112
C -4.38442 1.61337 -2.36174
H -4.94794 0.72852 -2.64432
C -3.31554 0.28345 -0.44404
C 1.80901 1.21522 3.17936
C -2.26900 2.66424 4.30820
H 3.37199 0.86837 0.60500
H 2.06038 4.32413 1.87774
H 2.11982 -7.87881 -0.49076
H 0.97126 3.52565 -0.05494
C 0.27510 4.30873 0.23818
H 3.04779 -0.89943 -6.24737
C 2.78632 -0.21081 -2.95584
H 0.08731 4.53354 -4.01778
N 1.14455 0.27454 -0.87769
H -5.05745 2.32441 -1.88230
H -3.98317 2.09414 -3.25074
C -3.23290 2.46188 3.25945
H -1.90441 5.07483 2.71569
H -2.01812 3.16068 7.64421
N -2.16463 2.05478 -1.39296
N -2.84074 2.70238 2.07401
C -1.43231 -3.03145 -1.89660
H -2.04485 7.14932 1.40222
C 1.51421 -7.26329 -1.13712
C 6.24242 -0.92263 0.53071
H -5.19568 -2.22055 0.87064
C 4.06840 1.99895 3.26790
H 5.10068 1.84931 3.54283
H 1.06715 0.45631 3.40086
H 0.65517 -3.04723 2.52260
H -0.45840 -4.64105 0.89138
H -4.58577 2.32431 1.32511
N -2.26076 0.27389 0.45036
H 1.80577 -3.61244 1.31471
H -3.37852 -2.06683 2.58188
P -0.40766 2.51021 2.19648
N -2.11267 3.09374 -2.25289
C -0.01601 3.21788 4.91764
C 0.99215 -7.79685 -2.30373
C 0.19954 5.48012 -0.49434
H -4.66556 -3.99752 -1.74611
*
```

Atomic partial charges in e from the Mulliken method, atoms 1 to 99:
1 H 0.453
2 C -0.791
3 C 0.412
4 C -0.536
5 H 0.490
6 C -0.484
7 H 0.415
8 C 0.384
9 H 0.231
10 Ti -1.627
11 H 0.025
12 C -0.661
13 C 0.024
14 C -1.015
15 C -0.673
16 O 1.191
17 H 0.504
18 C -0.468
19 C -0.269
20 H -0.088
21 H 0.441
22 C -0.434
23 H 0.247
24 C -0.995
25 C 0.883
26 O -0.394
27 C -0.499
28 C -0.968
29 C 0.431
30 O 0.595
31 C 0.438
32 H 0.438
33 H 0.442
34 H 0.487
35 C -1.134
36 N -0.348
37 H 0.432
38 H 0.491
39 H 0.141
40 H 0.463
41 C 1.314
42 C -0.864
43 H 0.443
44 H 0.472
45 C 0.154
46 C -0.934
47 H 0.414
48 C -0.987
49 H 0.334
50 H 0.417
51 C -0.977
52 S -0.529
53 C -0.941
54 C -1.547
55 H 0.434
56 C -0.765
57 H 0.628
58 C 0.738
59 H 0.186
60 C -1.117
61 C -0.291
62 C -0.128
63 P 2.086
64 H 0.463
65 C -0.857
66 C -0.853
67 C -0.746
68 H 0.595
69 C -0.945
70 C -0.511
71 P 0.807
72 C -0.868
73 H 0.391
74 H 0.360
75 H 0.497
76 C -1.014
77 C -0.331
78 H 0.465
79 C -2.044
80 H 0.506
81 C 0.170
82 C 0.183
83 C -0.006
84 H 0.095
85 H 0.549
86 H 0.463
87 H 0.696
88 C -0.670
89 H 0.428
90 C -0.912
91 H 0.263
92 N -0.775
93 H 0.279
94 H 0.463
95 C -0.233
96 H 0.395
97 H 0.422
98 N 2.242
99 N 0.041

# 4
Here is one molecule with the formula C4H4Cl2NPS in a non-equilibrium geometry from OMol25. Energies are from wB97M-V/def2-TZVPD.

- HOMO-LUMO gap (spin up / spin down) (eV) = 7.29 / 7.29
- relative energy (zero: lowest compared OMol25 entry of this formula, charge and spin) (kcal/mol) = 92.9
- calculated total energy (Eh) = -1869.38108

```
! wB97M-V def2-TZVPD RIJCOSX def2/J DEFGRID3
* xyz 0 1
N -2.10155 -0.95008 0.11161
H 0.94744 0.14413 -0.31601
S -2.91619 1.79531 -0.75003
Cl -6.21986 0.65921 1.26930
P -5.53275 0.15619 -0.57574
H 0.46057 -0.58050 1.22844
Cl -5.50402 -1.82855 -0.45102
C -3.82191 0.49683 -0.37252
H -0.54948 1.93522 -0.59282
C -1.17343 -0.11607 -0.06333
C 0.26321 -0.55024 0.15922
H 0.40830 -1.54802 -0.24723
C -1.35201 1.23312 -0.45469
*
```

The net atomic charges from natural (NBO), expressed in e, are:
1 N -0.214
2 H 0.221
3 S 0.756
4 Cl -0.281
5 P 0.846
6 H 0.236
7 Cl -0.230
8 C -0.712
9 H 0.240
10 C 0.099
11 C -0.616
12 H 0.238
13 C -0.584

# 5
Here is one molecule with the formula C3H3Br2Cl in a non-equilibrium geometry from OMol25. Energies are from wB97M-V/def2-TZVPD.

- ⟨S²⟩ = 2.01
- HOMO-LUMO gap (spin up / spin down) (eV) = 6.80 / 8.44
- relative energy (zero: lowest compared OMol25 entry of this formula, charge and spin) (kcal/mol) = 0.0
- calculated total energy (Eh) = -5724.19345

```
! wB97M-V def2-TZVPD RIJCOSX def2/J DEFGRID3
* xyz 0 3
H -0.23814 -0.93933 0.40623
Cl -4.40105 0.51271 -0.20232
C -0.26845 0.05581 -0.03365
H 0.04646 -0.02738 -1.07841
C -2.83864 -0.17668 -0.19007
Br -2.73664 -2.05334 -0.09109
H 0.43924 0.70157 0.47800
C -1.63535 0.62637 0.03874
Br -1.82099 2.49566 -0.04765
*
```

The net atomic charges from natural (NBO), expressed in e, are:
1 H 0.238
2 Cl 0.091
3 C -0.688
4 H 0.221
5 C -0.232
6 Br 0.131
7 H 0.237
8 C -0.115
9 Br 0.117

# 6
Here is one molecule with the formula C2H2BrP in a non-equilibrium geometry from OMol25. Energies are from wB97M-V/def2-TZVPD.

- HOMO-LUMO gap (spin up / spin down) (eV) = 7.78 / 7.25
- relative energy (zero: lowest compared OMol25 entry of this formula, charge and spin) (kcal/mol) = 51.2
- calculated total energy (Eh) = -2992.63484

```
! wB97M-V def2-TZVPD RIJCOSX def2/J DEFGRID3
* xyz 0 1
C 1.23550 -0.19997 -0.44886
C 0.43774 0.04446 0.53157
P -1.11092 1.07767 -0.03076
Br -2.72097 -0.47558 0.02866
H 1.77316 0.31191 -1.26706
H 0.38549 -0.75849 1.18645
*
```

The net atomic charges from natural (NBO), expressed in e, are:
1 C -0.062
2 C -0.617
3 P 0.479
4 Br -0.227
5 H 0.202
6 H 0.226